Molecular formula: C5H12O
Method: DFT, ωB97M-V with the def2-TZVPD basis set

## Properties
E ... -272.8877 hartree
Charge ... 0
Gap between HOMO and LUMO ... 10.7 eV
Highest occupied orbital energy ... -9.53 eV
F_max ... 0.043 Eh/bohr
Structure (SMILES) ... CCCCOC

```
18
Properties=species:S:1:pos:R:3:nbo_charge:R:1
C 1.13 -0.17 -2.30 -0.5987
C -0.05 0.36 -1.48 -0.3947
C 0.43 0.70 -0.08 -0.4646
C -0.58 0.85 1.05 -0.0701
O 0.01 -0.10 2.02 -0.5687
C -0.74 -1.27 2.24 -0.2494
H 1.91 0.59 -2.41 0.2022
H 0.79 -0.47 -3.29 0.2061
H 1.59 -1.03 -1.81 0.2036
H -0.85 -0.40 -1.42 0.1903
H -0.49 1.22 -2.00 0.1946
H 0.82 -0.16 0.47 0.2544
H 1.20 1.48 -0.11 0.2030
H -0.60 1.83 1.52 0.1933
H -1.60 0.55 0.74 0.1759
H -0.10 -2.07 2.66 0.1925
H -1.20 -1.64 1.31 0.1607
H -1.53 -1.03 2.94 0.1695
```

=====

Molecular formula: C6H11N2
Method: DFT, ωB97M-V with the def2-TZVPD basis set

## Properties
E ... -344.4075 hartree
Charge ... +1
Gap between HOMO and LUMO ... 9.3 eV
Highest occupied orbital energy ... -13.28 eV
F_max ... 0.093 Eh/bohr
Structure (SMILES) ... C=N/C=[NH+]\C(C)=C\C

```
19
Properties=species:S:1:pos:R:3:nbo_charge:R:1
C 1.49 -1.69 -1.80 0.1037
N 1.83 -1.22 -0.72 -0.3604
C 2.01 -0.90 0.49 0.3529
N 1.17 -0.13 1.09 -0.5430
C -0.04 0.52 0.53 0.1165
C 0.08 1.90 0.00 -0.6645
C -1.16 -0.29 0.56 -0.1330
C -2.57 0.28 0.29 -0.6616
H 1.86 -1.28 -2.77 0.2288
H 0.78 -2.59 -1.76 0.2148
H 2.85 -1.43 1.00 0.2585
H 1.39 0.28 2.07 0.4415
H 0.06 2.67 0.68 0.2414
H -0.80 1.99 -0.64 0.2477
H 1.03 2.02 -0.54 0.2313
H -1.19 -1.24 0.99 0.2165
H -3.37 -0.13 0.97 0.2489
H -2.81 -0.12 -0.72 0.2343
H -2.62 1.35 0.31 0.2256
```

=====

Molecular formula: C4H11N2
Method: DFT, ωB97M-V with the def2-TZVPD basis set

## Properties
E ... -268.1961 hartree
Charge ... +1
Gap between HOMO and LUMO ... 5.8 eV
Highest occupied orbital energy ... -12.48 eV
F_max ... 0.023 Eh/bohr

```
17
Properties=species:S:1:pos:R:3:nbo_charge:R:1
C 1.54 1.28 1.97 -0.7167
C 0.42 1.11 1.05 0.2337
C -0.43 0.03 1.10 -0.3771
C -1.54 -0.13 0.33 0.3506
N -2.37 -1.21 0.57 -0.8560
N 1.82 -0.83 -3.89 -1.0893
H 1.31 2.08 2.68 0.3003
H 2.45 1.56 1.44 0.2864
H 0.20 1.91 0.34 0.2259
H 2.58 -0.92 -3.23 0.3576
H -0.22 -0.75 1.84 0.2548
H -1.79 0.60 -0.45 0.2036
H -2.59 -1.67 -0.31 0.4138
H -3.25 -0.92 0.99 0.4302
H 2.18 -0.57 -4.79 0.3720
H 1.73 0.37 2.54 0.2492
H 1.33 -1.71 -3.96 0.3609
```

=====

Molecular formula: C6H13NOSi
Method: DFT, ωB97M-V with the def2-TZVPD basis set

## Properties
E ... -655.8663 hartree
Charge ... 0
Gap between HOMO and LUMO ... 10.6 eV
Highest occupied orbital energy ... -10.01 eV
F_max ... 0.116 Eh/bohr
Structure (SMILES) ... C[C@@](O)(C#N)[Si](C)(C)C

```
22
Properties=species:S:1:pos:R:3:nbo_charge:R:1
C 1.59 1.86 0.63 -0.6044
C 1.46 0.49 -0.23 -0.2009
O 1.49 0.78 -1.58 -0.7252
C 2.47 -0.48 -0.05 0.2398
N 3.37 -1.19 0.01 -0.3279
Si -0.26 -0.47 -0.01 1.5936
C -1.48 0.91 -0.43 -1.1604
C -0.34 -1.77 -1.45 -1.0590
C -0.42 -1.24 1.77 -1.0714
H 0.88 2.57 0.10 0.2276
H 1.24 1.67 1.60 0.2089
H 2.65 2.21 0.58 0.2196
H 2.35 1.16 -1.95 0.4864
H -0.94 1.73 -1.12 0.2569
H -2.22 0.57 -1.15 0.2468
H -1.95 1.51 0.45 0.2465
H 0.29 -2.68 -0.99 0.2388
H -1.36 -2.07 -1.59 0.2313
H 0.01 -1.31 -2.28 0.2344
H 0.43 -1.86 2.03 0.2495
H -0.39 -0.28 2.28 0.2253
H -1.33 -1.77 1.91 0.2437
```

=====

Molecular formula: C48H108FP3
Method: DFT, ωB97M-V with the def2-TZVPD basis set

## Properties
E ... -3017.0925 hartree
Charge ... +2
Gap between HOMO and LUMO ... 10.7 eV
Highest occupied orbital energy ... -14.08 eV
F_max ... 0.067 Eh/bohr

```
160
Properties=species:S:1:pos:R:3:lowdin_charge:R:1
F -18.40 0.42 18.87 -0.5077
C -17.49 2.34 13.12 -0.0871
C -18.15 1.46 14.21 -0.2526
C -17.37 0.21 14.69 -0.2505
C -17.96 -0.61 15.86 -0.2263
P -16.61 -1.48 16.73 0.9510
C -17.25 -2.94 17.63 -0.2384
C -16.12 -3.95 18.06 -0.2256
C -16.59 -5.16 18.83 -0.2585
C -17.82 -5.83 18.23 -0.0820
C -15.38 -1.91 15.58 -0.2737
C -15.83 -2.72 14.31 -0.2232
C -14.81 -2.81 13.22 -0.2959
C -13.45 -3.42 13.47 -0.0968
C -15.98 -0.40 17.92 -0.3084
C -15.11 0.84 17.62 -0.2004
C -15.98 2.10 17.88 -0.2521
C -15.31 3.47 17.53 -0.0722
H -17.32 1.75 12.27 0.0541
H -16.59 2.85 13.48 0.0740
H -18.19 3.16 12.79 0.0892
H -19.06 1.00 13.79 0.1063
H -18.48 2.11 15.11 0.1040
H -16.34 0.55 15.02 0.1013
H -17.17 -0.37 13.80 0.1000
H -18.64 -1.37 15.53 0.0894
H -18.34 0.11 16.61 0.0679
H -18.01 -3.40 16.94 0.1023
H -17.71 -2.49 18.52 0.0886
H -15.28 -3.40 18.58 0.1205
H -15.67 -4.29 17.11 0.1040
H -16.84 -4.91 19.84 0.0757
H -15.77 -5.90 18.94 0.1234
H -18.34 -6.57 18.81 0.0775
H -17.42 -6.46 17.43 0.0862
H -18.43 -5.05 17.90 0.0226
H -14.56 -2.46 16.01 0.0942
H -14.91 -0.96 15.24 0.1058
H -16.75 -2.37 13.82 0.1013
H -15.97 -3.79 14.60 0.1238
H -14.48 -1.82 12.90 0.1099
H -15.28 -3.22 12.35 0.1133
H -13.61 -4.52 13.57 0.0891
H -13.02 -3.17 14.44 0.0696
H -12.80 -3.30 12.64 0.0709
H -15.49 -1.08 18.67 0.1069
H -16.91 -0.02 18.38 0.0232
H -14.73 0.94 16.60 0.0921
H -14.21 0.88 18.26 0.1131
H -16.16 2.14 19.00 0.0928
H -16.99 1.97 17.53 0.0768
H -14.95 3.56 16.50 0.0738
H -14.48 3.57 18.17 0.0470
H -16.06 4.27 17.70 0.0633
C -18.50 4.45 19.69 -0.0900
C -18.16 4.56 21.15 -0.2543
C -17.11 3.61 21.68 -0.2314
C -17.57 2.15 21.55 -0.3006
P -16.68 0.89 22.43 1.0327
C -14.94 0.66 21.92 -0.2359
C -13.85 1.72 22.55 -0.1978
C -12.50 1.43 21.89 -0.2771
C -11.28 2.09 22.59 -0.1053
C -17.64 -0.69 22.05 -0.2214
C -17.22 -2.03 22.75 -0.2703
C -18.13 -3.18 22.46 -0.2922
C -19.59 -2.98 22.83 -0.0990
C -16.71 1.37 24.21 -0.2581
C -18.14 1.59 24.72 -0.2542
C -18.25 1.77 26.26 -0.2828
C -17.48 2.93 26.70 -0.1282
H -19.30 5.12 19.55 0.0683
H -18.86 3.48 19.30 0.0613
H -17.63 4.68 19.07 0.0687
H -19.00 4.51 21.85 0.1004
H -17.69 5.55 21.28 0.1323
H -16.85 3.81 22.76 0.1175
H -16.13 3.76 21.19 0.1113
H -17.75 1.84 20.50 0.0661
H -18.57 1.98 22.00 0.0605
H -14.94 0.69 20.85 0.0632
H -14.66 -0.37 22.17 0.0851
H -13.82 1.46 23.57 0.0816
H -14.23 2.78 22.30 0.1295
H -12.58 1.88 20.87 0.1112
H -12.36 0.35 21.84 0.1051
H -11.10 1.60 23.54 0.0679
H -11.34 3.21 22.80 0.0933
H -10.41 2.10 21.90 0.0811
H -17.69 -0.72 20.96 0.0688
H -18.66 -0.46 22.45 0.0852
H -17.27 -1.82 23.80 0.0908
H -16.13 -2.27 22.66 0.1208
H -17.59 -3.94 23.09 0.1331
H -17.94 -3.42 21.38 0.1047
H -20.18 -3.90 22.83 0.0782
H -20.01 -2.30 22.05 0.0664
H -19.66 -2.53 23.87 0.1040
H -16.10 2.26 24.34 0.0856
H -16.27 0.55 24.79 0.1142
H -18.78 0.71 24.51 0.1097
H -18.62 2.48 24.35 0.1018
H -18.00 0.86 26.84 0.1278
H -19.30 1.82 26.40 0.0944
H -16.41 2.66 26.63 0.0824
H -17.59 3.25 27.78 0.1020
H -17.66 3.88 26.15 0.0915
C -22.19 -4.37 19.52 -0.1185
C -21.40 -3.28 18.87 -0.2927
C -22.08 -1.94 18.84 -0.2526
C -21.37 -0.88 18.00 -0.2633
P -21.93 0.77 18.35 0.9894
C -20.91 1.89 17.44 -0.2768
C -21.45 3.25 17.09 -0.2373
C -20.37 4.07 16.42 -0.2521
C -20.68 5.55 16.26 -0.0921
C -23.68 0.76 17.93 -0.2542
C -24.60 1.67 18.68 -0.2803
C -26.07 1.64 18.22 -0.2360
C -26.17 2.44 16.90 -0.0862
C -21.63 1.06 20.12 -0.2517
C -21.94 2.49 20.55 -0.1919
C -21.35 2.65 22.00 -0.2379
C -21.99 1.86 23.09 -0.0881
H -23.10 -4.51 18.96 0.0700
H -22.51 -4.16 20.55 0.0817
H -21.68 -5.37 19.50 0.0926
H -21.25 -3.64 17.80 0.1318
H -20.41 -3.25 19.40 0.1121
H -22.12 -1.60 19.84 0.0843
H -23.11 -2.09 18.54 0.1169
H -21.62 -1.01 16.95 0.1106
H -20.29 -0.78 18.06 0.0755
H -20.58 1.28 16.62 0.0924
H -20.12 1.81 18.17 0.0561
H -21.90 3.62 18.01 0.0961
H -22.36 3.19 16.51 0.1143
H -20.26 3.55 15.45 0.1146
H -19.47 3.98 17.02 0.0878
H -19.90 6.03 15.64 0.0882
H -20.82 6.14 17.17 0.0727
H -21.62 5.74 15.78 0.0695
H -24.11 -0.22 17.99 0.0896
H -23.59 1.01 16.85 0.1100
H -24.29 2.68 18.61 0.0850
H -24.61 1.38 19.73 0.1153
H -26.72 1.97 19.05 0.1153
H -26.33 0.53 18.14 0.1228
H -25.46 2.08 16.19 0.0498
H -25.91 3.45 17.24 0.0803
H -27.17 2.42 16.42 0.0901
H -20.52 0.87 20.16 0.1046
H -22.24 0.28 20.55 0.0793
H -23.00 2.61 20.50 0.0860
H -21.45 3.16 19.84 0.0798
H -21.32 3.71 22.25 0.1129
H -20.28 2.33 21.86 0.0726
H -22.92 2.27 23.41 0.0734
H -21.35 1.86 23.93 0.0411
H -22.08 0.75 22.93 0.0939
```

=====

Molecular formula: C34H29AuBF10NOP2
Method: DFT, ωB97M-V with the def2-TZVPD basis set

## Properties
E ... -3285.1743 hartree
Charge ... 0
Gap between HOMO and LUMO (spin up / spin down) ... 7.3 / 6.3 eV
Highest occupied orbital energy (spin up / spin down) ... -7.18 / -8.83 eV
⟨S²⟩ ... 2.015
F_max ... 0.010 Eh/bohr
Multiplicity ... 3

```
79
Properties=species:S:1:pos:R:3:mulliken_spin:R:1
Au -0.35 0.24 0.16 0.3185
C 1.50 2.41 1.89 0.1359
P 1.60 1.78 0.15 0.1702
C 3.19 0.90 0.13 0.0119
C 4.39 1.54 0.44 0.0006
C 5.57 0.83 0.49 0.0028
C 5.56 -0.54 0.24 -0.0008
C 4.38 -1.19 -0.06 0.0020
C 3.19 -0.47 -0.12 0.0041
C 1.76 3.24 -0.89 0.0192
C 2.74 3.34 -1.88 0.0185
C 2.75 4.42 -2.74 -0.0093
C 1.79 5.41 -2.62 0.0178
C 0.80 5.31 -1.66 -0.0102
C 0.77 4.22 -0.80 0.0127
C 0.93 1.36 2.76 0.2376
C 1.10 1.06 4.16 0.0998
C 0.30 -0.01 4.44 0.0858
C -0.36 -0.35 3.20 0.2710
C -1.40 -1.35 2.85 0.0667
P -1.34 -1.76 1.03 0.1362
C -0.19 -3.13 0.83 0.0053
C 0.51 -3.21 -0.37 0.0128
C 1.40 -4.25 -0.60 -0.0015
C 1.61 -5.21 0.38 0.0020
C 0.93 -5.13 1.58 0.0000
C 0.03 -4.11 1.81 0.0003
C -3.00 -2.41 0.74 0.0082
C -4.06 -1.51 0.81 0.0132
C -5.35 -1.94 0.56 -0.0055
C -5.59 -3.27 0.22 0.0092
C -4.53 -4.16 0.14 -0.0044
C -3.23 -3.73 0.39 0.0115
N 0.06 0.49 2.24 0.1231
H 2.44 2.81 2.26 0.0065
H 0.75 3.22 1.88 0.0312
H 4.39 2.61 0.64 0.0031
H 6.50 1.33 0.73 -0.0001
H 6.49 -1.10 0.28 -0.0001
H 4.37 -2.25 -0.26 0.0001
H 2.26 -0.97 -0.37 -0.0023
H 3.49 2.56 -1.99 0.0021
H 3.52 4.50 -3.50 -0.0006
H 1.80 6.26 -3.30 0.0012
H 0.02 6.06 -1.58 -0.0003
H -0.03 4.14 -0.08 0.0053
H 1.73 1.61 4.85 -0.0022
H 0.15 -0.50 5.38 -0.0011
H -1.37 -2.23 3.49 0.0108
H -2.38 -0.88 2.99 0.0432
H 0.34 -2.46 -1.14 -0.0101
H 1.93 -4.31 -1.55 0.0000
H 2.31 -6.01 0.20 0.0002
H 1.09 -5.88 2.35 -0.0002
H -0.51 -4.07 2.75 -0.0035
H -3.88 -0.46 1.04 0.0002
H -6.18 -1.24 0.62 -0.0001
H -6.59 -3.60 0.02 0.0007
H -4.71 -5.19 -0.14 -0.0001
H -2.41 -4.43 0.32 0.0016
C -0.92 0.99 -4.17 0.0178
C -1.33 0.30 -2.86 -0.0164
O -0.33 0.46 -1.94 0.1344
C -2.66 0.94 -2.40 0.0019
F -3.06 0.48 -1.19 0.0021
F -3.68 0.69 -3.25 -0.0002
F -2.53 2.26 -2.30 -0.0004
C -1.53 -1.21 -3.15 -0.0031
F -2.03 -1.88 -2.09 0.0008
F -2.34 -1.46 -4.19 -0.0003
F -0.34 -1.78 -3.44 -0.0003
H -0.66 2.02 -3.94 -0.0011
H -1.72 0.98 -4.91 0.0006
H -0.05 0.48 -4.57 0.0006
F -1.58 2.48 1.05 0.0070
B -1.99 3.68 1.73 0.0035
F -1.99 4.73 0.81 0.0001
F -1.00 3.93 2.72 0.0025
F -3.22 3.49 2.31 0.0002
```

=====

Repeat the first record exactly.
Molecular formula: C5H12O
Method: DFT, ωB97M-V with the def2-TZVPD basis set

## Properties
E ... -272.8877 hartree
Charge ... 0
Gap between HOMO and LUMO ... 10.7 eV
Highest occupied orbital energy ... -9.53 eV
F_max ... 0.043 Eh/bohr
Structure (SMILES) ... CCCCOC

```
18
Properties=species:S:1:pos:R:3:nbo_charge:R:1
C 1.13 -0.17 -2.30 -0.5987
C -0.05 0.36 -1.48 -0.3947
C 0.43 0.70 -0.08 -0.4646
C -0.58 0.85 1.05 -0.0701
O 0.01 -0.10 2.02 -0.5687
C -0.74 -1.27 2.24 -0.2494
H 1.91 0.59 -2.41 0.2022
H 0.79 -0.47 -3.29 0.2061
H 1.59 -1.03 -1.81 0.2036
H -0.85 -0.40 -1.42 0.1903
H -0.49 1.22 -2.00 0.1946
H 0.82 -0.16 0.47 0.2544
H 1.20 1.48 -0.11 0.2030
H -0.60 1.83 1.52 0.1933
H -1.60 0.55 0.74 0.1759
H -0.10 -2.07 2.66 0.1925
H -1.20 -1.64 1.31 0.1607
H -1.53 -1.03 2.94 0.1695
```

=====

Look up the E of the first one.
-272.8877 hartree

=====

The lowest E belongs to which entry?
C34H29AuBF10NOP2